1.
2 unconnected molecules or ions with the total composition C5H11O2 at a distorted geometry. Source: the OMol25 dataset; level of theory: ωB97M-V/def2-TZVPD.

Cartesian coordinates (Å):
C 1.4348 1.5160 -1.5889
C 0.1328 0.9658 -2.2213
H 1.2602 2.4731 -1.0841
H 1.7513 0.8301 -0.8049
H 2.1834 1.6152 -2.3999
H -0.7379 1.0389 -1.5664
H -0.2654 1.2689 -3.1782
H 0.2864 -0.1329 -2.4412
C -0.1078 -0.9016 1.6279
C -1.2052 0.1271 1.4913
C -0.4149 -2.4097 1.5304
O -1.6119 -2.7418 1.6383
O 0.5762 -3.1291 1.2746
H 0.7340 -0.8604 0.7971
H 0.6000 -0.7813 2.4700
H -2.1277 -0.3247 1.9289
H -1.4265 0.3859 0.4489
H -1.0620 1.0604 2.0775

Its net charge is -1. Its energy above the lowest of the compared OMol25 structures with the same formula, charge and spin is 71.84 kJ/mol. Its largest force on an atom is 3.86 eV/Å. The multiplicity is 1. The HOMO energy is -3.859 eV. For the gap between HOMO and LUMO, the calculation gives 7.414 eV. The energy comes out at -9459.285 eV.

The net atomic charges from Mulliken, expressed in e, are: C -0.7141; C -0.7897; H 0.2350; H 0.2270; H 0.2839; H 0.1514; H 0.3783; H 0.2416; C -0.0775; C -0.7314; C 0.4587; O -0.7301; O -0.7663; H -0.0499; H 0.2693; H 0.3249; H 0.0184; H 0.2708

2.
A molecular structure, C20H26IN9OS2Sn at a distorted geometry. Source: the OMol25 dataset; level of theory: ωB97M-V/def2-TZVPD.

Cartesian coordinates (Å):
Sn -0.3523 -0.1792 0.2900
C -0.8878 -0.2958 4.4452
C -0.9830 -0.3631 2.9541
N -0.1419 -0.9852 2.2072
N 0.8296 -1.6752 2.8820
C 1.4003 -2.6307 2.2790
N 2.3631 -3.3904 2.8188
S 0.9134 -3.0754 0.5884
C -2.1552 0.2595 2.2972
C -3.0342 1.0587 3.0179
C -4.1945 1.5135 2.4109
C -4.4580 1.1371 1.1067
C -3.5182 0.3592 0.4479
N -2.3854 -0.0550 1.0115
H -0.0627 -0.9007 4.7972
H -0.7215 0.7389 4.7547
H -1.8116 -0.6313 4.9168
H 2.6477 -3.2111 3.7694
H 2.6537 -4.2495 2.3865
H -2.8203 1.3199 4.0433
H -4.8950 2.1259 2.9625
H -5.3716 1.4348 0.6125
H -3.6840 0.0481 -0.5759
C 3.5088 -4.0616 -4.8261
C 2.1913 -3.7406 -4.1340
N 2.3650 -3.7226 -2.6784
C 2.2756 -2.6340 -1.9111
S 2.8374 -2.8768 -0.2005
N 1.9108 -1.4782 -2.3139
N 1.7566 -0.4588 -1.4144
C 2.3596 0.6431 -1.6909
C 3.2486 0.7931 -2.8800
C 2.1619 1.7966 -0.7743
C 2.7633 3.0228 -1.0331
C 2.6043 4.0702 -0.1417
C 1.8351 3.8789 0.9916
C 1.2353 2.6461 1.1640
N 1.3918 1.6324 0.3136
H 3.3493 -4.2542 -5.8856
H 4.2147 -3.2372 -4.7278
H 3.9564 -4.9571 -4.3922
H 1.8116 -2.7649 -4.4261
H 1.4365 -4.4906 -4.3722
H 2.7752 -4.5433 -2.2628
H 3.4199 -0.1727 -3.3428
H 2.7715 1.4377 -3.6225
H 4.2079 1.2374 -2.6166
H 3.3391 3.1727 -1.9347
H 3.0811 5.0231 -0.3273
H 1.6995 4.6620 1.7240
H 0.6024 2.4432 2.0203
N -1.5823 4.2264 -0.7587
C -1.5511 3.0274 -1.3458
O -1.2809 2.0009 -0.7090
C -1.8467 2.9904 -2.8184
I 0.0124 2.8067 -3.8622
H -1.3626 4.2975 0.2216
H -1.8213 5.0680 -1.2553
H -2.3282 3.8915 -3.1828
H -2.4238 2.1065 -3.0666

Its net charge is +2. Its energy above the lowest of the compared OMol25 structures with the same formula, charge and spin is 372.93 kJ/mol. Its largest force on an atom is 5.61 eV/Å. The multiplicity is 1. The HOMO energy is -12.794 eV. For the gap between HOMO and LUMO, the calculation gives 6.247 eV. The energy comes out at -72208.717 eV.

The net atomic charges from Mulliken, expressed in e, are: Sn 0.7946; C -1.6073; C 0.8013; N 0.7759; N -1.1804; C 0.6339; N -0.4306; S -0.0601; C 0.6507; C -0.5095; C -0.6496; C -0.5204; C -0.3829; N -0.1935; H 0.3998; H 0.3953; H 0.4116; H 0.2448; H 0.2294; H 0.4270; H 0.4867; H 0.4669; H 0.4748; C -1.0771; C -0.3966; N -0.2036; C 0.6461; S -0.2652; N -1.1630; N 0.5731; C 0.5296; C -1.2417; C 0.4158; C -0.7256; C -0.5356; C -0.8831; C -0.0860; N 0.1242; H 0.3590; H 0.2799; H 0.3180; H 0.2829; H 0.3377; H 0.2569; H 0.3179; H 0.1948; H 0.3979; H 0.4020; H 0.4729; H 0.4751; H 0.4132; N -0.3384; C 0.5147; O -0.3449; C -1.1527; I 0.1375; H 0.2347; H 0.2100; H 0.5312; H 0.3300

3.
A single C20H22N2O3 molecule at a distorted geometry. Source: the OMol25 dataset; level of theory: ωB97M-V/def2-TZVPD.

Cartesian coordinates (Å):
C -3.9731 2.0465 0.0189
C -3.2185 0.6915 -0.2278
C -4.3621 -0.4155 -0.3514
C -2.2010 0.5131 0.8567
C -0.9458 0.0217 0.5426
C -0.6688 -0.4302 -0.9071
O -1.1089 -1.5899 -1.0649
C 0.2274 0.2668 -1.7966
C 0.9182 -0.3367 -2.9120
C 1.7201 0.5257 -3.7343
C 1.9773 1.8240 -3.3429
C 1.3199 2.3241 -2.2985
C 0.5320 1.5553 -1.4888
N -0.0864 -0.4410 1.6002
C 1.0371 -1.3143 1.3951
C 2.2624 -0.5772 0.8202
C 2.7558 -1.2952 -0.4308
C 3.6586 -2.4103 0.0911
C 4.0612 -2.0665 1.4281
C 3.3817 -0.7533 1.8088
C -0.4057 -0.0219 2.9104
O 0.2905 -0.2734 3.9096
N -1.6749 0.5219 3.2223
C -2.6518 0.6247 2.2759
O -3.7722 0.9839 2.6680
H -3.2523 2.7970 0.4908
H -4.2369 2.2052 -1.0152
H -4.9637 1.9628 0.6677
H -2.7388 0.8044 -1.2087
H -4.8854 -0.7307 0.5521
H -5.2097 -0.1017 -0.8972
H -3.9093 -1.3663 -0.7237
H 0.8097 -1.3823 -3.4017
H 2.1069 0.1083 -4.6866
H 2.7600 2.4228 -3.8613
H 1.6007 3.2841 -2.2192
H 0.0756 2.0176 -0.6371
H 0.7821 -2.0778 0.6819
H 1.2507 -1.8780 2.2750
H 2.0226 0.4567 0.6262
H 3.2109 -0.6812 -1.1100
H 1.9277 -1.7728 -0.9023
H 4.0014 -3.3772 -0.3891
H 4.5497 -2.8387 2.0442
H 2.8521 -0.6159 2.8099
H 4.0419 0.1349 1.6891
H -1.8692 0.6550 4.2224

Its energy above the lowest of the compared OMol25 structures with the same formula, charge and spin is 464.84 kJ/mol. Its largest force on an atom is 4.77 eV/Å. The multiplicity is 1. The HOMO energy is -8.684 eV. For the gap between HOMO and LUMO, the calculation gives 7.869 eV. The energy comes out at -30216.899 eV.

The net atomic charges from Mulliken, expressed in e, are: C -1.4738; C 0.6834; C -1.4664; C -0.0851; C 0.5932; C -0.0066; O -0.6357; C 0.7172; C -0.2846; C -0.5271; C -0.3732; C -1.1643; C -0.2277; N 0.2638; C -2.4423; C 0.7952; C -0.8701; C -0.5076; C -0.5684; C -0.9766; C 0.2918; O -0.6830; N -0.0399; C 0.4818; O -0.6608; H 0.2986; H 0.5316; H 0.2194; H 0.4083; H 0.3376; H 0.4747; H 0.2964; H 0.2640; H 0.3552; H 0.3669; H 0.4907; H 0.4850; H 0.4370; H 0.9188; H 0.7186; H 0.5375; H 0.2553; H 0.3514; H 0.3678; H 0.4018; H 0.3428; H 0.3075

4.
A single C7H14O2 molecule at a distorted geometry. Source: the OMol25 dataset; level of theory: ωB97M-V/def2-TZVPD.

Cartesian coordinates (Å):
C -0.2304 -1.9448 0.6355
C -0.1825 -0.4299 0.6211
C 0.8533 0.3018 -0.2418
C 1.6869 1.3333 0.4997
C 1.7173 -0.5405 -1.1651
O -0.2384 0.9630 -1.0318
C -1.2504 0.3206 -0.2804
C -2.1626 1.2719 0.4778
O -2.0454 -0.5032 -1.0727
H -0.2906 -2.3598 -0.3670
H 0.6531 -2.3472 1.1276
H -1.1126 -2.2700 1.1829
H -0.2014 -0.0506 1.6437
H 2.4049 0.8270 1.1422
H 1.0514 1.9702 1.1100
H 2.2223 1.9591 -0.2101
H 2.2681 0.1112 -1.8391
H 2.4229 -1.1241 -0.5775
H 1.1116 -1.2153 -1.7639
H -1.5760 1.9388 1.1025
H -2.7273 1.8592 -0.2418
H -2.8502 0.6939 1.0890
H -1.5239 -0.7646 -1.8408

Its energy above the lowest of the compared OMol25 structures with the same formula, charge and spin is 38.50 kJ/mol. Its largest force on an atom is 1.46 eV/Å. The multiplicity is 1. The HOMO energy is -9.659 eV. For the gap between HOMO and LUMO, the calculation gives 10.467 eV. The energy comes out at -11580.910 eV.

The net atomic charges from Mulliken, expressed in e, are: C -1.5991; C -0.0187; C 1.4395; C -1.5713; C -1.6914; O -0.5542; C 0.8863; C -1.4313; O -0.5830; H 0.2800; H 0.3871; H 0.4377; H 0.4094; H 0.3602; H 0.3261; H 0.3977; H 0.4189; H 0.3439; H 0.3442; H 0.3011; H 0.3826; H 0.3631; H 0.3712

5.
A molecular structure, C22H30CeO2Si at a distorted geometry. Source: the OMol25 dataset; level of theory: ωB97M-V/def2-TZVPD.

Cartesian coordinates (Å):
C 0.8541 2.3277 4.2441
C 1.2709 2.7510 2.9428
C 0.0862 2.9545 2.1482
H 2.3020 2.7805 2.5803
C -1.0495 2.6384 2.9678
C -0.5708 2.2591 4.2579
H -1.1942 1.9737 5.1141
H 1.5132 2.0494 5.0728
H 0.0595 3.1672 1.0787
H -2.0973 2.6690 2.6612
Ce 0.2746 0.5123 2.5374
C -0.3037 -0.0724 0.3703
H -1.2611 0.4666 0.2577
H -0.3317 -1.1693 0.3541
H 0.5841 0.4261 -0.0774
Si -0.4128 -1.4381 -3.3535
C 1.3627 -1.2268 -3.8316
C 2.0099 -0.0015 -3.5806
H 1.4562 0.8249 -3.1186
C 3.3542 0.1606 -3.9231
H 3.8475 1.1192 -3.7139
C 4.0679 -0.8789 -4.5212
H 5.1202 -0.7485 -4.7821
C 3.4236 -2.1001 -4.7852
H 3.9803 -2.9148 -5.2553
C 2.0805 -2.2714 -4.4428
H 1.5688 -3.2203 -4.6546
C -1.4164 0.0603 -3.7771
C -1.2094 0.7438 -4.9913
H -0.4499 0.3857 -5.6968
C -1.9655 1.8778 -5.2932
H -1.7963 2.3992 -6.2443
C -2.9305 2.3495 -4.3999
H -3.5228 3.2334 -4.6412
C -3.1381 1.6735 -3.1862
H -3.8901 2.0396 -2.4811
C -2.3927 0.5342 -2.8818
H -2.5480 0.0065 -1.9302
H -0.5236 -1.7230 -1.9102
H -0.9565 -2.6014 -4.0978
C 1.6981 -0.9791 5.0342
O 1.4361 -1.2965 3.6022
C 0.5884 -2.5347 3.3311
C -0.8599 -2.3364 3.7746
O -1.4351 -1.1316 3.1245
C -2.6150 -0.5509 3.7510
H 1.9399 -1.8976 5.5506
H 0.8330 -0.4994 5.5186
H 2.5226 -0.2368 5.0417
H 0.6874 -2.6919 2.2352
H 1.0550 -3.3334 3.8949
H -1.4750 -3.2088 3.5136
H -0.9219 -2.1637 4.8615
H -3.3867 -1.3077 3.9201
H -2.3482 -0.1111 4.7241
H -2.9743 0.2623 3.1059

Its net charge is +1. Its energy above the lowest of the compared OMol25 structures with the same formula, charge and spin is 0.00 kJ/mol. Its largest force on an atom is 3.74 eV/Å. The multiplicity is 2. The HOMO energy (spin up / spin down) is -10.385 / -10.343 eV. For the gap between HOMO and LUMO (spin up / spin down), the calculation gives 7.447 / 7.434 eV. The energy comes out at -48193.063 eV.

The net atomic charges from Mulliken, expressed in e, are: C -0.6787; C -0.4413; C -0.6382; H 0.5310; C -0.5447; C -0.5371; H 0.5868; H 0.6666; H 0.5943; H 0.5355; Ce 0.6459; C -0.9937; H 0.2424; H 0.2381; H 0.3519; Si 0.3300; C 0.2755; C -0.0966; H 0.3896; C -0.6223; H 0.3393; C -0.4033; H 0.3737; C -0.4513; H 0.3623; C -0.4350; H 0.3068; C 0.3606; C -0.2898; H 0.3651; C -0.5635; H 0.3491; C -0.4005; H 0.3752; C -0.5579; H 0.3576; C -0.2492; H 0.2887; H -0.1734; H -0.2371; C -0.7678; O -0.3026; C -0.6514; C -0.3792; O -0.1348; C -0.6951; H 0.3694; H 0.3380; H 0.2563; H 0.2955; H 0.4416; H 0.4124; H 0.3913; H 0.3488; H 0.2996; H 0.2258

6.
5 unconnected molecules or ions with the total composition C79H63F4N2O9 at a distorted geometry. Source: the OMol25 dataset; level of theory: ωB97M-V/def2-TZVPD.

Cartesian coordinates (Å):
C 7.4222 -3.1750 -2.1003
C 6.0699 -3.9394 -2.1223
C 6.3150 -5.3964 -1.6745
C 5.1045 -3.2348 -1.1715
C 3.6110 -3.6476 -1.2803
C 3.2144 -4.1244 -2.6454
N 3.4071 -5.4294 -2.8765
C 3.1355 -6.0024 -4.0518
C 2.5920 -5.2845 -5.0913
C 2.3761 -6.0518 -6.3765
C 3.4558 -5.7173 -7.4034
F 4.6741 -5.6809 -6.7429
C 2.3347 -3.9127 -4.8851
C 1.7194 -3.0998 -6.0170
F 2.7064 -2.5719 -6.7497
F 0.9434 -2.1159 -5.5771
F 0.9664 -3.8250 -6.8248
C 2.6799 -3.3144 -3.6655
C 2.5456 -1.8384 -3.3598
C 3.3909 -0.8871 -4.2226
C 4.8627 -1.3308 -4.3703
N 5.8143 -0.6085 -3.5308
C 6.0586 0.7549 -3.9782
C 7.2362 0.9475 -4.9201
C 7.1339 2.0068 -5.8188
C 8.1355 2.3104 -6.7269
C 9.2896 1.5409 -6.7442
C 9.4179 0.4985 -5.8419
C 8.4094 0.1892 -4.9375
O 8.6414 -0.8253 -4.0239
H 7.2465 -2.1048 -2.0990
H 7.9878 -3.4285 -2.9922
H 8.0090 -3.4534 -1.2338
H 5.7492 -3.9062 -3.1602
H 5.5464 -5.7494 -0.9840
H 7.2506 -5.4824 -1.1365
H 6.3900 -6.0620 -2.5325
H 5.4302 -3.4980 -0.1666
H 5.2159 -2.1574 -1.2323
H 3.4344 -4.4769 -0.5948
H 2.9694 -2.8484 -0.9419
H 3.7951 -6.0026 -2.1375
H 3.3538 -7.0495 -4.1595
H 2.4699 -7.1114 -6.1559
H 1.3871 -5.9224 -6.7862
H 3.2896 -4.7674 -7.8993
H 3.5103 -6.5250 -8.1250
H 2.7787 -1.5986 -2.3336
H 1.5004 -1.5733 -3.4972
H 3.3890 0.0679 -3.7033
H 2.9654 -0.6927 -5.1966
H 5.1679 -1.1621 -5.4021
H 4.9794 -2.3991 -4.1929
H 5.4644 -0.5933 -2.5810
H 6.2350 1.3728 -3.0981
H 5.1866 1.1843 -4.4784
H 6.2388 2.6137 -5.8346
H 8.0340 3.1348 -7.4130
H 10.0659 1.7828 -7.4510
H 10.3333 -0.0735 -5.8317
H 8.4666 -1.6601 -4.4656
C -0.6736 1.5347 -1.8149
C -1.3781 2.4500 -1.0397
C -0.7750 3.0385 0.0590
C 0.5304 2.7057 0.3963
C 1.2319 1.7724 -0.3696
C 0.6275 1.1994 -1.4804
C 2.6147 1.3638 -0.0016
O 3.2254 0.5476 -0.6714
C 3.2256 1.9653 1.2125
C 4.4952 1.5622 1.6076
C 5.0791 2.1183 2.7334
C 4.3999 3.0845 3.4674
C 3.1328 3.4890 3.0809
C 2.5395 2.9283 1.9576
C 1.1655 3.3543 1.5762
O 0.5757 4.1977 2.2181
H -1.1444 1.0809 -2.6772
H -2.4011 2.7039 -1.2876
H -1.3189 3.7536 0.6610
H 1.1786 0.4854 -2.0771
H 5.0215 0.8126 1.0333
H 6.0660 1.7999 3.0415
H 4.8594 3.5205 4.3443
H 2.5981 4.2360 3.6516
C 0.5000 5.1373 5.9501
C -0.0890 4.0499 5.3122
C -0.2386 2.8495 5.9863
C 0.2062 2.7261 7.2965
C 0.8123 3.8130 7.9300
C 0.9501 5.0199 7.2547
C 1.3317 3.6958 9.3217
O 1.8537 4.6408 9.8742
C 1.1979 2.3818 10.0118
C 1.7163 2.2344 11.2919
C 1.5900 1.0250 11.9538
C 0.9390 -0.0415 11.3424
C 0.4240 0.0983 10.0649
C 0.5569 1.3065 9.3921
C 0.0202 1.4303 8.0081
O -0.5495 0.5013 7.4724
H 0.6106 6.0766 5.4237
H -0.4276 4.1408 4.2918
H -0.6985 2.0010 5.4984
H 1.4112 5.8604 7.7548
H 2.2172 3.0682 11.7639
H 1.9971 0.9113 12.9497
H 0.8358 -0.9835 11.8645
H -0.0809 -0.7276 9.5834
C -4.8352 1.5825 3.4136
C -5.9907 1.7209 4.1754
C -7.0374 2.5035 3.7172
C -6.9299 3.1585 2.4977
C -5.7634 3.0317 1.7388
C -4.7210 2.2360 2.1983
C -5.6175 3.7440 0.4414
O -4.6077 3.6206 -0.2269
C -6.7365 4.6084 -0.0202
C -6.6008 5.3190 -1.2067
C -7.6390 6.1166 -1.6567
C -8.8202 6.2022 -0.9273
C -8.9596 5.4995 0.2579
C -7.9176 4.7066 0.7193
C -8.0763 3.9777 2.0099
O -9.1071 4.0466 2.6426
H -4.0226 0.9641 3.7717
H -6.0746 1.2147 5.1276
H -7.9411 2.6081 4.3011
H -3.8249 2.1317 1.6017
H -5.6816 5.2465 -1.7713
H -7.5305 6.6731 -2.5781
H -9.6323 6.8216 -1.2840
H -9.8741 5.5646 0.8307
C -10.1681 -5.6390 0.6309
C -10.3317 -4.9796 1.8448
C -9.8863 -3.6772 1.9942
C -9.2674 -3.0302 0.9322
C -9.0873 -3.6985 -0.2813
C -9.5470 -5.0011 -0.4292
C -8.3918 -3.0404 -1.4225
O -8.2360 -3.6186 -2.4782
C -7.8821 -1.6535 -1.2280
C -7.1871 -1.0356 -2.2604
C -6.7148 0.2559 -2.1000
C -6.9426 0.9395 -0.9103
C -7.6323 0.3279 0.1226
C -8.0973 -0.9717 -0.0287
C -8.8099 -1.6231 1.1069
O -9.0055 -1.0257 2.1441
H -10.5247 -6.6538 0.5144
H -10.8099 -5.4834 2.6742
H -10.0160 -3.1571 2.9331
H -9.4143 -5.5093 -1.3741
H -7.0185 -1.5710 -3.1846
H -6.1690 0.7348 -2.9027
H -6.5772 1.9481 -0.7918
H -7.8077 0.8514 1.0533

Its net charge is +1. Its energy above the lowest of the compared OMol25 structures with the same formula, charge and spin is 0.00 kJ/mol. Its largest force on an atom is 1.36 eV/Å. The multiplicity is 1. The HOMO energy is -10.617 eV. For the gap between HOMO and LUMO, the calculation gives 6.457 eV. The energy comes out at -115220.014 eV.

Atomic partial charges in e from the Mulliken method, atoms 1 to 99: C -1.8066; C 1.7671; C -1.9545; C -0.2684; C -1.8452; C 0.6217; N 0.2060; C -0.8246; C 0.5553; C -1.4546; C -0.2007; F -0.3041; C 1.0302; C 0.4601; F -0.2131; F -0.2616; F -0.2856; C 0.1260; C -0.7516; C -0.7912; C -1.0011; N 0.5452; C -0.8411; C 0.6938; C -0.8327; C -0.6910; C -0.5324; C -0.3013; C 0.1319; O -0.4714; H 0.4181; H 0.2775; H 0.5038; H -0.0074; H 0.4652; H 0.4884; H 0.3029; H 0.5397; H -0.2316; H 0.6605; H 0.3110; H 0.4111; H 0.4135; H 0.4457; H 0.4096; H 0.2888; H 0.3401; H -0.5124; H 0.8106; H 0.7586; H 0.4679; H 0.3259; H -0.0555; H -0.1503; H 0.6009; H 0.3156; H 0.3651; H 0.4131; H 0.3826; H 0.4675; H 0.2822; C -0.6823; C -0.5497; C -0.8707; C 0.2264; C -0.2445; C 0.1060; C 0.4673; O -0.5318; C 0.3066; C -0.5246; C -0.5923; C -0.6812; C -0.5101; C 0.2124; C 0.5429; O -0.6867; H 0.4502; H 0.5582; H 0.6543; H 0.4869; H 0.4428; H 0.4257; H 0.4233; H 0.5651; C -0.7102; C -0.3724; C -0.5917; C 0.1420; C 0.2084; C -0.6782; C 0.6629; O -0.6569; C 0.1861; C -0.5884; C -0.4690; C -0.4792; C -0.5513; C 0.2384